#a
Here is 2 unconnected molecules or ions with the total composition C3H11N2S2 from the Open Molecules 2025 dataset. Energies are from ωB97M-V with the def2-TZVPD basis set.

Values from the calculation:
total charge = +1
LUMO (spin up / spin down) = -0.1774 / -0.1447 Eh
HOMO-LUMO gap (spin up / spin down) = 7.199 / 8.449 eV
molecular weight = 139.269 g/mol

Each line ends with the Mulliken charge.
Positions of all 18 atoms, in Å:
C: -0.60852 1.40923 1.97296  -1.03
C: -1.08306 0.38764 1.04209  -0.33
C: 0.53232 -0.13716 -1.02027  0.13
N: 1.05027 0.92774 -1.73668  -0.44
N: 1.53940 -1.12073 -0.24152  -0.42
S: -1.49996 -2.59726 -1.04519  -0.22
S: -0.47613 -1.11124 -2.07619  -0.05
H: -1.44042 1.82718 2.62213  0.34
H: 0.38034 1.45660 2.49524  0.30
H: -0.62010 2.34762 1.45466  0.32
H: -1.76479 0.81504 0.28784  0.32
H: -1.10548 -0.66183 1.37892  0.40
H: 0.98582 1.93165 -1.56662  0.21
H: 1.63298 0.70682 -2.61561  0.23
H: 0.83494 -1.71198 0.27576  0.35
H: 2.23494 -1.67074 -0.75733  0.32
H: 2.13447 -0.71843 0.53224  0.37
H: -2.72701 -2.08015 -1.00243  0.21

---

#b
Here is 2 unconnected molecules or ions with the total composition C3H11N2S2 from the Open Molecules 2025 dataset. Energies are from ωB97M-V with the def2-TZVPD basis set.

Values from the calculation:
total charge = +1
LUMO = -0.1263 Eh
HOMO-LUMO gap = 8.700 eV
molecular weight = 139.269 g/mol

Each line ends with the Mulliken charge.
Positions of all 18 atoms, in Å:
C: -2.91017 -0.98909 0.24445  -1.09
C: -1.51079 -1.50002 -0.14337  -0.50
S: -0.78869 -0.36855 -1.40798  -0.11
S: 0.89521 -1.61730 -1.96527  -0.11
H: -3.67481 -0.74442 -0.56149  0.32
H: -2.84827 -0.12936 0.94859  0.30
H: -3.39335 -1.68845 0.95977  0.35
H: -1.60311 -2.41200 -0.70861  0.43
H: -0.92071 -1.59310 0.78497  0.39
H: 1.69060 -0.65998 -2.28066  0.13
N: 2.77485 2.10063 0.27032  -0.33
C: 1.89660 1.17465 0.11094  0.71
N: 1.06420 0.94054 1.05225  -0.20
H: 2.71155 2.67849 1.13346  0.23
H: 3.34666 2.42728 -0.47352  0.26
H: 1.81948 0.68776 -0.79267  -0.14
H: 0.32191 0.24348 0.91321  0.12
H: 1.12884 1.44946 1.91560  0.23

---

Which of them is least stable? Easy: #a.

---

#a
Here is 2 unconnected molecules or ions with the total composition CH3N2O2 from the Open Molecules 2025 dataset. Energies are from ωB97M-V with the def2-TZVPD basis set.

Values from the calculation:
total charge = -1
LUMO = 0.1713 Eh
HOMO-LUMO gap = 8.285 eV
molecular weight = 75.047 g/mol

Each line ends with the Mulliken charge.
Positions of all 8 atoms, in Å:
C: 0.58092 1.24540 -0.02337  0.01
N: -0.08997 0.37155 0.67449  -0.52
N: -0.32239 -1.95841 -0.00181  -0.05
O: -1.40604 -2.03212 -0.58634  -0.35
O: 1.57416 0.98470 -0.73298  -0.71
H: 0.11706 2.26725 0.03883  0.25
H: -0.76390 0.74963 1.33450  0.12
H: 0.31016 -1.62800 -0.70333  0.25

---

#b
Here is a gas-phase ion, CH3N2O2 (charge -1) from the Open Molecules 2025 dataset. Energies are from ωB97M-V with the def2-TZVPD basis set.

Values from the calculation:
total charge = -1
LUMO (spin up / spin down) = 0.1750 / 0.1750 Eh
HOMO-LUMO gap (spin up / spin down) = 7.229 / 7.228 eV
molecular weight = 75.047 g/mol
structure (SMILES) = CN=[N+]([O-])[O-]

Each line ends with the Mulliken charge.
Positions of all 8 atoms, in Å:
C: 1.09954 0.18024 -0.02284  -0.73
N: -0.06787 0.88443 0.27758  -0.52
N: -1.47304 -0.15432 0.07511  0.67
O: -1.36469 -1.37795 0.08152  -0.56
O: -2.50465 0.51266 -0.02141  -0.61
H: 1.12302 -0.70659 0.49522  0.27
H: 1.24335 -0.01611 -1.19557  0.14
H: 1.94433 0.67764 0.31038  0.34

---

Which of them is least stable? Easy: #b.

---

#a
Here is 2 unconnected molecules or ions with the total composition CH2FNO2 from the Open Molecules 2025 dataset. Energies are from ωB97M-V with the def2-TZVPD basis set.

Values from the calculation:
LUMO (spin up / spin down) = 0.0041 / 0.0240 Eh
HOMO-LUMO gap (spin up / spin down) = 8.014 / 10.367 eV
molecular weight = 79.030 g/mol

Each line ends with the Mulliken charge.
Positions of all 7 atoms, in Å:
C: -1.77858 -0.11724 -0.40852  0.07
N: 1.16927 0.03323 -0.46403  0.12
O: -2.25482 -0.03010 0.65284  -0.29
O: 1.47529 0.98081 0.43176  -0.29
F: 1.39617 -1.20577 0.13642  -0.19
H: -2.17520 -0.34090 -1.39413  0.25
H: 2.16786 0.67996 1.04565  0.34

---

#b
Here is a single CH2FNO2 molecule from the Open Molecules 2025 dataset. Energies are from ωB97M-V with the def2-TZVPD basis set.

Values from the calculation:
LUMO = 0.0150 Eh
HOMO-LUMO gap = 10.778 eV
molecular weight = 79.030 g/mol
structure (SMILES) = O/N=C(\O)F

Each line ends with the Mulliken charge.
Positions of all 7 atoms, in Å:
O: -0.86365 0.68872 -0.18482  -0.39
N: 0.43804 1.19944 -0.19979  -0.33
C: 1.36119 0.33444 0.02732  0.63
O: 1.67044 -1.07290 0.17585  -0.40
F: 2.53374 0.88850 -0.01466  -0.19
H: -1.40750 1.07521 0.54801  0.34
H: 0.79842 -1.48224 0.26998  0.34

---

Which of them is least stable? Easy: #a.

---

#a
Here is 2 unconnected molecules or ions with the total composition C5H16N2O2 from the Open Molecules 2025 dataset. Energies are from ωB97M-V with the def2-TZVPD basis set.

Values from the calculation:
LUMO = 0.0257 Eh
HOMO-LUMO gap = 9.605 eV
molecular weight = 136.195 g/mol
structure (SMILES) = C[C@H](O)[C@H](C)NCN.O

Each line ends with the Mulliken charge.
Positions of all 25 atoms, in Å:
C: -0.18359 0.62937 2.25137  -1.55
C: 0.86111 0.71612 1.16065  0.36
O: 1.72905 1.88509 1.35734  -0.55
C: 0.38569 0.73023 -0.28582  0.10
C: -0.34587 1.99939 -0.70422  -1.56
N: -0.23356 -0.52542 -0.73196  -0.16
C: 0.10257 -0.93144 -2.09944  -0.68
N: 0.63854 -2.30552 -2.12383  -0.71
H: -0.19452 -0.40630 2.61578  0.32
H: 0.11672 1.05626 3.20858  0.44
H: -1.19254 0.89498 1.94859  0.31
H: 1.67898 0.01693 1.34197  0.34
H: 1.40817 2.67378 0.90293  0.29
H: 1.34975 0.67870 -0.79514  0.22
H: -1.00727 2.40207 0.07350  0.31
H: -0.92816 1.89583 -1.61265  0.43
H: 0.35732 2.83117 -0.81596  0.43
H: -1.23742 -0.50301 -0.61678  0.36
H: -0.77458 -1.09565 -2.72998  0.39
H: 0.82811 -0.26671 -2.56076  0.37
H: -0.09786 -2.94064 -1.83340  0.27
H: 1.32959 -2.43708 -1.41564  0.25
O: -1.73391 -2.35584 0.78826  -0.63
H: -1.77815 -2.92261 1.57376  0.30
H: -1.07816 -1.71971 1.10283  0.32

---

#b
Here is 3 unconnected molecules or ions with the total composition C5H16N2O2 from the Open Molecules 2025 dataset. Energies are from ωB97M-V with the def2-TZVPD basis set.

Values from the calculation:
LUMO = 0.0337 Eh
HOMO-LUMO gap = 8.728 eV
molecular weight = 136.195 g/mol

Each line ends with the Mulliken charge.
Positions of all 25 atoms, in Å:
C: 0.53173 -0.66512 -2.08332  0.30
C: -1.04135 -0.62568 1.03105  -1.42
C: 1.42663 -1.68123 -1.37866  -1.21
N: -0.66237 -1.33159 -2.59336  -0.60
O: 0.10615 0.36944 -1.21846  -0.68
H: -0.50018 -0.03644 -0.35306  0.38
H: -0.42118 -2.11244 -3.19230  0.21
H: -1.22221 -0.67793 -3.12933  0.23
H: 2.29457 -1.17982 -0.94936  0.31
H: -0.37368 -1.29517 1.58004  0.23
H: -1.82936 -0.28808 1.70784  0.43
H: -1.55688 -1.24899 0.28999  0.47
H: 0.87161 -2.17209 -0.57969  0.27
H: 1.78149 -2.43830 -2.08123  0.42
C: 0.18122 1.21809 1.53007  0.40
C: -0.82199 2.26917 1.12708  -0.92
N: 0.37208 1.05007 2.86641  -0.47
O: 1.28123 1.08694 0.81682  -0.59
H: 0.98475 0.89215 -0.17281  0.50
H: 1.11330 -0.16840 -2.87712  0.27
H: -0.44814 1.02729 3.45047  0.24
H: 1.09807 0.39607 3.12043  0.27
H: -1.74932 2.16337 1.68613  0.33
H: -1.03144 2.19836 0.06407  0.23
H: -0.38472 3.25033 1.33829  0.38

---

#c
Here is 2 unconnected molecules or ions with the total composition C5H16N2O2 from the Open Molecules 2025 dataset. Energies are from ωB97M-V with the def2-TZVPD basis set.

Values from the calculation:
LUMO = 0.0239 Eh
HOMO-LUMO gap = 9.622 eV
molecular weight = 136.195 g/mol
structure (SMILES) = CNCC[C@H](N)CO.O

Each line ends with the Mulliken charge.
Positions of all 25 atoms, in Å:
C: -1.65299 -1.49559 -0.48985  -0.78
N: -0.35714 -2.31216 -0.57809  -0.41
C: 0.54148 -2.16669 0.61956  -0.49
C: 1.52273 -1.01918 0.43378  -1.02
C: 0.97317 0.38246 0.03098  0.80
N: 2.04680 1.18769 -0.46252  -0.69
C: 0.33946 0.94245 1.33411  -0.76
O: -0.49753 2.02744 0.91813  -0.48
H: -1.80094 -0.63516 0.18469  0.27
H: -2.47735 -2.31824 -0.19191  0.25
H: -1.91911 -1.21285 -1.47190  0.32
H: 0.11952 -2.02588 -1.32200  0.32
H: 1.18076 -3.17815 0.60756  0.27
H: 0.03654 -2.00579 1.59575  0.29
H: 2.14543 -1.44318 -0.46506  0.32
H: 2.32193 -0.96847 1.21966  0.39
H: 0.25592 0.10180 -0.69340  0.13
H: 1.80614 2.10790 -0.77126  0.22
H: 2.86082 1.30665 0.10341  0.22
H: 1.13890 1.25663 2.08674  0.36
H: -0.43105 0.31601 1.88935  0.20
H: -0.33350 2.73149 1.56726  0.29
O: -2.38678 1.84346 -1.57927  -0.67
H: -2.33483 1.29134 -2.39834  0.31
H: -1.66548 1.71944 -0.93871  0.34

---

#d
Here is 2 unconnected molecules or ions with the total composition C5H16N2O2 from the Open Molecules 2025 dataset. Energies are from ωB97M-V with the def2-TZVPD basis set.

Values from the calculation:
LUMO = 0.0298 Eh
HOMO-LUMO gap = 9.410 eV
molecular weight = 136.195 g/mol
structure (SMILES) = NCCNCCCO.O

Each line ends with the Mulliken charge.
Positions of all 25 atoms, in Å:
N: 0.11437 -0.33872 2.48354  -0.64
C: -0.87828 0.72750 2.25326  -0.55
C: -2.09000 0.23245 1.38687  -0.69
N: -1.72368 -0.74369 0.38423  -0.31
C: -1.30869 -0.18346 -0.93595  -0.59
C: -0.19686 -0.90524 -1.67509  -0.45
C: 0.74908 0.06738 -2.41496  -0.72
O: 1.32345 1.06412 -1.62085  -0.54
H: -0.20690 -0.86672 3.28289  0.24
H: 0.01367 -0.90616 1.65115  0.28
H: -1.31130 1.10252 3.17881  0.38
H: -0.37870 1.49981 1.66728  0.29
H: -2.89066 -0.23838 1.96255  0.49
H: -2.45566 1.18757 0.96912  0.28
H: -2.26975 -1.57952 0.26815  0.20
H: -1.00398 0.83351 -0.70585  0.39
H: -2.22614 -0.18392 -1.54837  0.32
H: -0.46282 -1.64949 -2.43687  0.35
H: 0.43131 -1.54482 -1.03486  0.24
H: 0.31259 0.53693 -3.29003  0.35
H: 1.54712 -0.53416 -2.90696  0.33
H: 1.89012 0.70727 -0.91809  0.41
O: 3.23257 0.10444 0.02306  -0.70
H: 3.17814 -0.64504 0.59264  0.32
H: 3.13714 0.82206 0.65254  0.33

---

Which of them is least stable? Easy: #c.

---

#a
Here is 2 unconnected molecules or ions with the total composition C8H11N4 from the Open Molecules 2025 dataset. Energies are from ωB97M-V with the def2-TZVPD basis set.

Values from the calculation:
total charge = +1
LUMO (spin up / spin down) = -0.2358 / -0.2511 Eh
HOMO-LUMO gap (spin up / spin down) = 7.474 / 7.060 eV
molecular weight = 163.204 g/mol

Each line ends with the Mulliken charge.
Positions of all 23 atoms, in Å:
C: 1.22792 -0.48598 1.43085  -0.27
C: 0.24049 -2.50697 0.20803  0.17
C: -2.08435 0.19242 0.59042  -0.28
C: -1.60338 -0.37937 -0.56885  -0.56
C: 0.18930 0.16939 0.63869  0.46
C: 1.92027 -0.89435 -1.54158  -1.43
C: -0.82682 1.35660 2.55656  -0.88
C: 0.49249 -0.56361 -1.72659  -0.39
N: 2.10006 -0.81904 2.08065  -0.33
N: -0.07820 -3.45829 0.75000  -0.38
N: -0.98359 0.54396 1.34422  0.04
N: -0.25257 -0.64328 -0.46429  0.29
H: -2.99084 0.44663 0.89312  0.63
H: -2.30648 -0.58704 -1.31970  0.49
H: 0.73245 1.01149 0.18810  0.29
H: 2.40691 -0.35501 -0.85960  0.47
H: 2.09651 -1.89823 -1.43208  0.44
H: 2.50124 -0.88670 -2.46070  0.41
H: 0.14099 1.87914 2.57904  0.35
H: -1.53893 2.16192 2.54204  0.41
H: -0.91966 0.71031 3.50962  0.31
H: -0.18343 -1.19409 -2.37199  0.40
H: 0.43033 0.44754 -2.29023  0.36

---

#b
Here is a gas-phase ion, C8H11N4 (charge +1) from the Open Molecules 2025 dataset. Energies are from ωB97M-V with the def2-TZVPD basis set.

Values from the calculation:
total charge = +1
LUMO = -0.1449 Eh
HOMO-LUMO gap = 10.398 eV
molecular weight = 163.204 g/mol
structure (SMILES) = Cc1cc(C)[n+]2nc(C)[nH]c2n1

Each line ends with the Mulliken charge.
Positions of all 23 atoms, in Å:
C: 3.25503 1.70460 -0.30613  -1.23
C: 1.97618 0.99500 -0.09244  0.83
C: 1.90418 -0.38880 -0.36548  -0.60
C: 0.70373 -1.01034 -0.30440  1.10
C: 0.66042 -2.39591 -0.60924  -1.32
N: -0.35722 -0.22495 -0.18841  0.08
N: -1.99121 -0.66939 -0.28178  -0.47
C: -2.47542 0.49718 -0.01676  0.50
C: -3.87506 0.70628 0.18961  -1.08
N: -1.56710 1.58626 0.12148  -0.29
C: -0.27207 1.06720 0.03298  0.47
N: 0.85778 1.72673 0.17668  -0.57
H: 3.18624 2.57481 -0.88726  0.37
H: 4.03007 1.00911 -0.67834  0.32
H: 3.59082 2.10620 0.62561  0.36
H: 2.88753 -0.97760 -0.51210  0.24
H: 0.97504 -3.11584 0.21344  0.30
H: 1.42828 -2.57926 -1.40995  0.36
H: -0.34635 -2.68134 -0.95428  0.34
H: -3.79725 1.58734 0.80591  0.30
H: -4.56017 -0.07754 0.43538  0.38
H: -4.39128 1.13885 -0.60244  0.35
H: -1.85982 1.88393 0.91891  0.26

---

Which of them is least stable? Easy: #a.

---

#a
Here is a gas-phase ion, C5H10N3O (charge +1) from the Open Molecules 2025 dataset. Energies are from ωB97M-V with the def2-TZVPD basis set.

Values from the calculation:
total charge = +1
LUMO (spin up / spin down) = -0.1560 / -0.1511 Eh
HOMO-LUMO gap (spin up / spin down) = 7.704 / 8.522 eV
molecular weight = 128.155 g/mol

Each line ends with the Mulliken charge.
Positions of all 19 atoms, in Å:
C: -1.17603 -0.55400 0.06479  0.10
C: -0.08167 1.29496 1.13240  -0.05
C: 1.55274 0.77888 -0.58096  -0.23
C: -1.85735 0.30705 2.02124  -1.02
C: 1.33589 -0.94213 -2.29443  -0.69
N: -0.30453 -1.04894 -0.67361  -0.79
N: -1.18518 0.55742 0.75603  0.02
N: 1.04362 -0.55916 -0.88984  0.45
O: 1.08908 1.41788 0.48455  -0.25
H: -2.12345 -1.06535 0.09435  0.41
H: -0.33514 2.17359 1.78708  0.29
H: 2.62668 1.01435 -0.74325  0.33
H: -2.89553 -0.04159 1.91338  0.36
H: -1.36889 -0.42631 2.59090  0.44
H: -1.82583 1.32663 2.67994  0.28
H: 2.36731 -1.29176 -2.53458  0.32
H: 0.43503 -1.67653 -2.50565  0.33
H: 1.14141 -0.00138 -2.98322  0.32
H: 1.56183 -1.26363 -0.31911  0.39

---

#b
Here is a gas-phase ion, C5H10N3O (charge +1) from the Open Molecules 2025 dataset. Energies are from ωB97M-V with the def2-TZVPD basis set.

Values from the calculation:
total charge = +1
LUMO = -0.1026 Eh
HOMO-LUMO gap = 10.603 eV
molecular weight = 128.155 g/mol
structure (SMILES) = C[C@@H](N)/[NH+]=c1\[nH]cco1

Each line ends with the Mulliken charge.
Positions of all 19 atoms, in Å:
C: 1.51552 0.30875 2.18321  -1.28
C: 1.08461 -0.29693 0.84910  0.27
N: 0.31466 -1.53347 0.86899  -0.70
N: 0.49998 0.83489 0.06837  -0.17
C: -0.40682 0.65173 -0.88020  0.45
N: -1.06088 -0.50267 -1.08615  -0.02
C: -1.85746 -0.23041 -2.23214  -0.37
C: -1.66230 1.03845 -2.53713  -0.22
O: -0.78290 1.62296 -1.68844  -0.31
H: 0.52629 0.68827 2.68230  0.37
H: 2.15967 1.24847 2.06294  0.35
H: 2.03232 -0.39684 2.93899  0.32
H: 2.09321 -0.58603 0.30362  0.23
H: 0.72613 -2.49303 0.99829  0.29
H: -0.38147 -1.38933 1.62105  0.29
H: 0.61243 1.70001 0.47398  0.29
H: -0.77866 -1.41983 -0.57278  0.43
H: -2.38842 -0.92917 -2.84042  0.41
H: -2.24590 1.68418 -3.21359  0.38

---

Which of them is least stable? Easy: #a.